No. 1
A molecular structure, C47H36N6PtSb. Source: the OMol25 dataset; level of theory: ωB97M-V/def2-TZVPD.

Each line ends with the Mulliken spin population.
Positions of all 91 atoms, in Å:
Pt1 -0.151 0.036 -0.145  1.326
C1 4.368 0.553 -0.655  0.001
C2 3.093 -0.001 -0.456  -0.002
N1 1.991 0.708 -0.522  0.058
C3 2.057 2.044 -0.817  0.028
C4 3.292 2.662 -1.097  0.002
C5 4.461 1.875 -0.975  0.006
C6 3.326 4.006 -1.533  0.011
C7 2.146 4.663 -1.716  -0.005
C8 0.908 4.060 -1.408  0.030
C9 0.827 2.780 -0.901  -0.041
N2 -0.322 2.082 -0.564  0.099
C10 -1.565 2.637 -0.310  -0.038
C11 -1.856 3.944 0.023  0.044
C12 -3.188 4.386 0.200  -0.022
C13 -4.248 3.540 0.070  0.038
C14 -3.996 2.166 -0.162  -0.004
C15 -5.023 1.195 -0.226  0.011
C16 -4.716 -0.127 -0.364  -0.001
C17 -3.363 -0.498 -0.403  0.020
N3 -2.390 0.380 -0.374  0.074
C18 -2.671 1.715 -0.297  -0.009
H1 5.243 -0.078 -0.573  0.000
H2 2.982 -1.061 -0.254  0.010
H3 5.424 2.336 -1.155  0.000
H4 4.278 4.481 -1.735  0.000
H5 2.149 5.676 -2.098  0.000
H6 0.003 4.611 -1.609  -0.001
H7 -1.051 4.650 0.157  0.008
H8 -3.362 5.430 0.429  0.000
H9 -5.268 3.891 0.162  0.002
H10 -6.055 1.517 -0.150  0.000
H11 -5.483 -0.888 -0.409  0.000
H12 -3.076 -1.546 -0.431  0.008
C19 4.134 -5.056 -0.087  0.000
C20 3.315 -5.320 -1.177  0.000
C21 2.166 -4.569 -1.383  -0.004
C22 1.830 -3.542 -0.501  -0.003
C23 2.657 -3.285 0.590  -0.008
C24 3.804 -4.042 0.800  0.002
Sb1 0.005 -2.489 -0.764  0.212
C25 -1.293 -4.113 -0.374  0.015
C26 -1.676 -4.368 0.942  0.002
C27 -2.422 -5.499 1.243  0.003
C28 -2.793 -6.373 0.230  0.001
C29 -2.421 -6.118 -1.082  0.000
C30 -1.671 -4.988 -1.389  -0.003
C31 -0.084 -2.388 -2.871  0.005
C32 -1.324 -2.301 -3.502  0.025
C33 -1.396 -2.140 -4.879  -0.004
C34 -0.231 -2.056 -5.630  0.007
C35 1.006 -2.130 -5.006  -0.002
C36 1.082 -2.294 -3.628  0.024
H13 5.028 -5.644 0.072  0.000
H14 3.571 -6.113 -1.868  0.000
H15 1.528 -4.796 -2.230  -0.002
H16 2.427 -2.482 1.278  -0.005
H17 4.438 -3.837 1.653  0.000
H18 -1.394 -3.690 1.741  -0.011
H19 -2.715 -5.697 2.267  0.000
H20 -3.377 -7.254 0.464  0.000
H21 -2.712 -6.800 -1.872  0.000
H22 -1.384 -4.801 -2.417  0.000
H23 -2.242 -2.362 -2.928  0.000
H24 -2.361 -2.078 -5.365  0.000
H25 -0.289 -1.933 -6.704  0.000
H26 1.914 -2.059 -5.591  0.000
H27 2.055 -2.349 -3.153  0.003
C37 0.134 -0.660 4.217  0.012
C38 0.211 -0.808 2.848  -0.014
N4 -0.213 0.149 2.012  0.115
C39 -0.721 1.268 2.513  -0.050
C40 -0.822 1.509 3.871  0.015
C41 -0.397 0.515 4.736  -0.010
C42 -1.409 2.780 4.347  0.001
C43 -1.036 4.006 4.003  0.001
C44 0.096 4.399 3.132  -0.001
C45 0.226 5.720 2.729  0.001
C46 1.320 6.041 1.947  0.000
N5 2.229 5.137 1.585  0.000
C47 2.009 3.899 2.021  -0.002
N6 0.996 3.478 2.772  -0.001
H28 0.480 -1.453 4.864  0.002
H29 0.601 -1.707 2.398  0.002
H30 -1.050 2.016 1.803  0.019
H31 -0.469 0.660 5.807  0.000
H32 -2.249 2.682 5.030  0.000
H33 -1.601 4.834 4.420  0.000
H34 -0.494 6.471 3.026  0.000
H35 1.478 7.056 1.602  0.000
H36 2.741 3.151 1.735  0.001

Its HOMO energy (spin up / spin down) is -9.1 / -9.3 eV. As for the total charge: +1. The energy above the lowest of the compared OMol25 structures with the same formula, charge and spin comes out at 0.197 eV. As for the spin multiplicity: 3.

No. 2
A molecular structure, C22H30Cl47N2O4S2. Source: the OMol25 dataset; level of theory: ωB97M-V/def2-TZVPD.

Each line ends with the Löwdin charge.
Positions of all 107 atoms, in Å:
C1 -3.480 2.648 3.009  -0.126
C2 -3.689 3.596 1.827  -0.246
C3 -2.951 3.215 0.551  -0.227
C4 -3.674 2.164 -0.279  -0.283
N1 -3.873 0.900 0.454  -0.125
S1 -2.543 -0.110 0.572  0.440
O1 -1.521 0.613 1.275  -0.367
O2 -3.064 -1.277 1.237  -0.334
N2 -2.179 -0.550 -0.929  -0.329
S2 -1.120 0.266 -1.794  0.429
O3 -0.717 1.544 -1.282  -0.342
O4 -1.558 0.278 -3.169  -0.364
C5 0.346 -0.830 -1.818  -0.716
Cl1 -0.213 -2.500 -2.127  0.648
C6 1.252 -0.870 -0.579  -0.774
C7 0.669 -1.524 0.681  -0.144
Cl2 1.950 0.736 -0.236  0.648
H1 -3.263 1.633 2.700  0.003
H2 -4.382 2.626 3.626  0.068
H3 -2.681 2.998 3.662  0.061
H4 -4.751 3.752 1.619  0.100
H5 -3.309 4.577 2.128  0.099
H6 -1.925 2.918 0.753  0.101
H7 -2.918 4.102 -0.080  0.067
H8 -4.684 2.547 -0.459  0.071
H9 -3.211 2.038 -1.261  0.087
H10 -4.558 0.321 -0.021  0.096
H11 0.949 -0.578 -2.685  0.085
H12 2.110 -1.461 -0.891  0.049
H13 0.694 -0.822 1.509  0.056
H14 -0.345 -1.880 0.534  0.043
H15 1.296 -2.369 0.961  0.052
C8 -1.067 0.363 5.829  -1.529
Cl3 0.187 1.609 5.903  0.519
Cl4 -2.453 0.837 6.838  0.518
Cl5 -1.571 0.057 4.187  0.648
H16 -0.656 -0.545 6.249  0.008
C9 -2.005 2.363 10.315  -1.538
Cl6 -1.091 1.172 11.241  0.525
Cl7 -3.485 2.811 11.171  0.517
Cl8 -1.037 3.799 9.969  0.506
H17 -2.279 1.911 9.371  -0.050
C10 2.521 3.442 11.371  -1.583
Cl9 3.910 4.325 10.730  0.525
Cl10 2.290 1.922 10.522  0.523
Cl11 2.687 3.184 13.109  0.527
H18 1.642 4.047 11.208  -0.089
C11 2.192 7.827 11.175  -1.548
Cl12 2.223 8.988 9.851  0.538
Cl13 1.866 8.626 12.712  0.530
Cl14 1.006 6.558 10.866  0.535
H19 3.166 7.358 11.238  -0.007
C12 -5.057 6.543 -2.211  -1.531
Cl15 -3.564 7.482 -2.326  0.528
Cl16 -4.715 4.836 -1.980  0.585
Cl17 -6.085 7.161 -0.913  0.496
H20 -5.594 6.656 -3.143  0.005
C13 -1.854 -2.904 -5.368  -1.565
Cl18 -0.232 -2.989 -6.065  0.498
Cl19 -2.661 -1.430 -5.861  0.547
Cl20 -2.795 -4.334 -5.825  0.497
H21 -1.758 -2.889 -4.289  -0.045
C14 2.418 -5.559 -1.157  -1.544
Cl21 3.321 -6.778 -0.250  0.497
Cl22 0.943 -5.092 -0.333  0.559
Cl23 3.442 -4.154 -1.476  0.534
H22 2.147 -5.992 -2.111  -0.003
C15 -6.972 2.566 -4.662  -1.550
Cl24 -6.275 3.948 -5.516  0.511
Cl25 -5.889 1.987 -3.411  0.544
Cl26 -8.553 2.988 -3.991  0.510
H23 -7.118 1.772 -5.381  0.009
C16 6.873 -8.721 -1.932  -1.536
Cl27 8.454 -8.713 -2.723  0.513
Cl28 6.021 -7.205 -2.186  0.506
Cl29 5.904 -10.085 -2.493  0.520
H24 7.037 -8.840 -0.870  0.012
C17 4.353 -7.939 -6.229  -1.546
Cl30 5.917 -7.150 -6.416  0.485
Cl31 4.537 -9.694 -6.237  0.526
Cl32 3.556 -7.395 -4.757  0.528
H25 3.734 -7.663 -7.072  -0.012
C18 6.004 -6.223 -10.566  -1.553
Cl33 6.039 -6.362 -12.327  0.542
Cl34 4.809 -7.320 -9.878  0.548
Cl35 7.601 -6.529 -9.885  0.532
H26 5.721 -5.210 -10.312  -0.027
C19 -9.878 7.886 0.723  -1.556
Cl36 -8.412 8.856 0.599  0.503
Cl37 -9.487 6.184 0.938  0.531
Cl38 -10.911 8.469 2.032  0.515
H27 -10.426 7.991 -0.203  0.010
C20 -4.356 6.092 8.690  -1.554
Cl39 -5.312 7.122 7.623  0.529
Cl40 -4.054 4.528 7.939  0.521
Cl41 -2.843 6.887 9.132  0.507
H28 -4.924 5.927 9.595  0.009
C21 7.624 -2.948 -11.951  -1.566
Cl42 7.342 -2.289 -13.561  0.530
Cl43 9.186 -2.431 -11.323  0.533
Cl44 6.321 -2.483 -10.850  0.541
H29 7.632 -4.027 -12.028  -0.043
C22 10.420 -8.863 -6.039  -1.562
Cl45 11.279 -7.501 -5.318  0.523
Cl46 8.725 -8.470 -6.296  0.481
Cl47 11.193 -9.368 -7.546  0.522
H30 10.471 -9.692 -5.346  0.006

Its HOMO energy is -6.5 eV. As for the total charge: -1.

No. 3
A gas-phase ion, C3H9N2O (charge +1). Source: the OMol25 dataset; level of theory: ωB97M-V/def2-TZVPD.

Each line ends with the Löwdin charge.
Positions of all 15 atoms, in Å:
C1 2.351 -0.710 -0.038  -0.066
O1 1.542 0.417 0.375  -0.170
N1 0.307 0.379 -0.412  -0.007
C2 -0.599 1.451 -0.132  -0.111
C3 -0.971 0.248 0.577  -0.182
N2 -1.924 -0.583 -0.126  0.204
H1 2.634 -0.406 -1.100  0.112
H2 2.004 -1.732 -0.071  0.074
H3 3.157 -0.657 0.697  0.097
H4 -1.310 1.868 -0.805  0.118
H5 -0.168 2.296 0.523  0.173
H6 -0.558 -0.159 1.491  0.166
H7 -1.848 -1.534 0.288  0.194
H8 -1.788 -0.790 -1.166  0.214
H9 -2.828 -0.088 -0.100  0.184

Its HOMO energy is -13.9 eV. As for the total charge: +1. Its SMILES is CON1C[C@H]1[NH3+]. The energy above the lowest of the compared OMol25 structures with the same formula, charge and spin comes out at 5.556 eV.

No. 4
12 unconnected molecules or ions with the total composition C4H31NO12. Source: the OMol25 dataset; level of theory: ωB97M-V/def2-TZVPD.

Each line ends with the Mulliken spin population.
Positions of all 48 atoms, in Å:
N1 1.189 0.614 0.278  0.125
C1 1.469 1.865 0.670  0.433
C2 2.802 2.507 0.328  -0.083
C3 2.621 3.884 -0.205  0.016
C4 3.677 2.445 1.607  0.038
O1 0.651 2.552 1.298  -0.069
H1 1.895 0.266 -0.360  -0.068
H2 0.302 0.124 0.369  -0.065
H3 3.274 1.846 -0.425  0.015
H4 1.517 4.054 -0.273  -0.001
H5 2.791 4.695 0.472  0.003
H6 2.702 4.137 -1.273  -0.014
H7 4.304 1.556 1.567  -0.016
H8 3.004 2.513 2.501  -0.012
H9 4.130 3.439 1.596  0.003
H10 -2.234 -2.609 -0.793  -0.072
H11 -2.671 -3.734 -1.678  0.209
O2 -2.711 -2.769 -1.655  -0.432
H12 -2.094 0.899 3.376  0.024
H13 -2.613 -0.246 2.639  -0.036
O3 -2.984 0.473 3.242  -0.100
H14 3.990 -0.589 -2.548  -0.027
H15 2.424 -0.202 -2.609  0.004
O4 3.308 0.052 -2.351  0.047
H16 2.923 -2.408 3.441  -0.017
H17 1.487 -1.901 3.161  0.020
O5 2.093 -2.183 3.871  0.049
H18 0.089 0.788 4.326  0.033
H19 -0.115 0.840 2.733  0.042
O6 -0.426 0.467 3.580  -0.169
H20 -1.289 1.459 -3.366  -0.023
H21 -1.315 0.450 -4.529  -0.027
O7 -0.756 0.790 -3.822  0.075
H22 -2.968 -1.458 -2.680  0.119
H23 -3.532 -0.077 -3.302  -0.113
O8 -2.979 -0.846 -3.437  0.355
H24 0.395 -3.139 0.279  0.012
H25 1.348 -2.509 -0.721  0.040
O9 1.316 -2.860 0.186  0.048
H26 -3.179 -1.656 0.585  0.048
H27 -2.073 -1.397 1.534  -0.187
O10 -2.211 -1.785 0.626  0.622
H28 -5.393 -0.291 0.695  -0.038
H29 -5.413 -1.679 -0.166  -0.039
O11 -4.912 -0.912 0.131  0.109
H30 -0.332 -1.507 -2.814  0.075
H31 0.250 -0.771 -4.030  -0.009
O12 0.398 -1.573 -3.449  0.051

Its HOMO energy (spin up / spin down) is 0.2 / -7.3 eV. As for the total charge: -1. The energy above the lowest of the compared OMol25 structures with the same formula, charge and spin comes out at 1.334 eV. As for the spin multiplicity: 2.

Number 1 is which compound? C47H36N6PtSb

Which value of total charge does entry 4 give? -1